one) 17
Properties=species:S:1:pos:R:3:lowdin_charge:R:1 method="wB97M-V/def2-TZVPD" homo_lumo_gap_ha=0.32316 homo_energy_ha=-0.2972
C -1.7440 0.3713 -1.1978 -0.05
C -2.0597 -0.5495 -0.2695 -0.28
N -1.1489 -0.7765 0.7658 0.02
H -0.7568 0.8234 -1.2704 0.03
H -2.3846 0.6358 -2.0320 0.04
H -3.1121 -0.7894 -0.0761 0.10
H -0.2406 -0.9882 0.3803 0.04
H -1.4787 -1.2370 1.5913 0.07
H 0.6023 1.5312 2.6747 0.05
H 1.0836 1.7579 1.2448 0.03
O 1.4017 1.5308 2.1156 -0.06
H 0.7074 -0.0257 -2.7015 0.02
H 1.7380 1.1062 -2.4134 0.03
O 1.6371 0.1636 -2.5268 -0.06
H 1.7723 -0.8888 1.9668 0.03
H 2.3802 -1.5544 0.6938 0.06
O 1.6027 -1.1107 1.0543 -0.07

***

two) 17
Properties=species:S:1:pos:R:3:lowdin_charge:R:1 method="wB97M-V/def2-TZVPD" homo_lumo_gap_ha=0.39289 homo_energy_ha=-0.3698
C 0.2423 -0.3019 -0.1123 -0.18
C -0.1108 1.9643 0.1188 -0.05
N 0.7566 1.0335 0.1103 -0.13
H -0.5101 -0.6263 0.6890 0.09
H 1.0323 -1.0240 0.0533 0.05
H -0.2961 -0.4852 -1.1311 0.11
H 0.2841 2.9897 0.1258 0.08
H -1.1760 1.5843 0.2494 0.10
H -4.3521 -3.8924 -1.4568 0.02
H -5.0421 -4.4929 -0.0833 0.13
O -4.4631 -4.7398 -0.9805 -0.15
H 2.4258 0.9674 -1.5243 0.01
H 3.1897 1.3625 -2.8841 0.07
O 2.3923 1.5813 -2.2958 -0.13
H 1.7061 1.0898 2.3827 -0.04
H 2.3608 1.7480 3.4558 0.04
O 1.5603 1.2415 3.2831 -0.04

***

What should be chosen as the most stable of them? Choose one).

***

one) 7
Properties=species:S:1:pos:R:3:lowdin_charge:R:1 method="wB97M-V/def2-TZVPD" homo_lumo_gap_ha="0.37565 / 0.35618" homo_energy_ha="-0.4001 / -0.3851"
C 0.1181 -0.0800 -0.2139 -0.13
N 0.0678 -0.1882 -1.6598 0.05
O 0.3202 -2.0056 -3.0934 -0.02
O 0.3978 -1.5879 -1.8890 -0.20
H 0.5352 -1.1226 0.0428 0.10
H 0.8031 0.8083 -0.0348 0.10
H -0.9546 0.1025 0.1270 0.10

***

two) 7
Properties=species:S:1:pos:R:3:lowdin_charge:R:1 method="wB97M-V/def2-TZVPD" homo_lumo_gap_ha=0.35617 homo_energy_ha=-0.3237
C 0.8751 0.2839 0.0738 -0.22
H -0.4257 -1.5409 0.1295 0.17
H -1.2979 1.2929 -0.0339 0.22
H 1.5000 1.2567 0.1237 0.15
N -0.5534 0.4035 -0.1820 -0.13
O -1.1818 -0.7626 0.0178 -0.13
O 1.0836 -0.9335 -0.1287 -0.07

***

What should be chosen as the most stable of them? Choose two).

***

one) 57
Properties=species:S:1:pos:R:3:lowdin_charge:R:1 method="wB97M-V/def2-TZVPD" homo_lumo_gap_ha=0.31636 homo_energy_ha=-0.3007
O 1.0364 -5.8740 -2.1178 0.04
O 3.7563 -2.1268 -2.4807 0.05
N -2.4585 2.0975 2.6568 0.08
N -3.6655 2.2036 3.2330 0.06
C 0.8556 -4.8505 -2.7575 -0.55
C 2.8480 -1.8246 -3.2464 -0.46
C -1.3241 2.4032 3.3284 -0.17
C -3.7770 2.6213 4.4977 -0.41
C 1.3811 1.4994 0.8292 -0.08
C 2.5159 2.0139 1.4579 -0.08
C 0.1293 1.6310 1.4358 -0.02
C -2.6623 2.9421 5.2595 0.03
C 2.3953 2.6637 2.6898 -0.04
C -0.0056 2.2745 2.6780 -0.11
C -1.3983 2.8313 4.6689 -0.13
C 1.1416 2.8019 3.3050 -0.17
N -5.0334 2.6818 5.0377 0.11
N 3.0878 -0.9712 -4.2468 0.03
N 1.5050 -3.7325 -2.4332 0.12
C -0.0982 -4.8735 -3.9359 0.01
C 2.1435 -0.4945 -5.2584 -0.06
C -1.4856 -0.9772 -0.8360 -0.08
C -1.6535 -1.4377 -3.2618 -0.07
C -0.1419 3.0800 5.4709 -0.13
C 1.0140 3.5810 4.5952 -0.13
C -0.8782 -1.7795 -1.9852 -0.42
C 0.6199 -1.4517 -2.1152 -0.12
C 1.4287 -2.3919 -3.0353 -0.21
H 1.4708 0.9918 -0.1261 0.09
H 3.4899 1.9126 0.9879 0.10
H -0.7471 1.2231 0.9423 0.08
H -2.7806 3.2594 6.2880 0.12
H 3.2835 3.0721 3.1624 0.11
H -5.7444 2.2353 4.4654 0.10
H -5.0941 2.5746 6.0435 0.10
H 4.0417 -0.6455 -4.2989 0.14
H 2.1821 -3.8421 -1.6903 0.15
H -0.4003 -5.9047 -4.1167 0.09
H -0.9788 -4.2832 -3.7013 0.07
H 0.4011 -4.4889 -4.8219 0.08
H 1.8216 -1.3240 -5.8911 0.08
H 1.2718 -0.0396 -4.7846 0.08
H 2.6275 0.2551 -5.8869 0.09
H -2.5376 -1.2392 -0.7207 0.08
H -1.4030 0.0909 -1.0349 0.08
H -0.9693 -1.2174 0.0941 0.08
H -1.5831 -0.3706 -3.4723 0.08
H -2.7022 -1.7059 -3.1294 0.08
H -1.2609 -1.9956 -4.1090 0.06
H -0.3360 3.8089 6.2642 0.12
H 0.1551 2.1404 5.9477 0.13
H 0.8448 4.6336 4.3470 0.13
H 1.9458 3.5205 5.1661 0.12
H -1.0060 -2.8366 -1.7589 0.13
H 1.0715 -1.4922 -1.1221 0.12
H 0.7177 -0.4257 -2.4713 0.12
H 0.9425 -2.4477 -4.0054 0.11

***

two) 57
Properties=species:S:1:pos:R:3:lowdin_charge:R:1 method="wB97M-V/def2-TZVPD" homo_lumo_gap_ha=0.35078 homo_energy_ha=-0.3264
C -4.6706 5.7005 -1.2922 -0.06
C -3.8236 4.6479 -0.6535 -0.27
C -3.2326 4.6623 0.6251 -0.12
N -2.5751 3.5417 0.8841 0.08
N -2.7399 2.7884 -0.2073 -0.18
C -2.1346 1.4752 -0.2719 -0.15
C -0.6189 1.5476 -0.2250 -0.17
C 0.0213 0.1759 -0.4018 -0.20
N 1.4703 0.2245 -0.3697 0.04
C 2.1510 0.3213 0.8355 -0.48
O 2.0467 -0.5201 1.7005 0.09
C 3.1702 1.4400 0.9591 -0.09
C 4.5957 0.9641 0.6893 -0.28
C 5.1431 -0.0540 1.7165 -0.11
C 6.4755 0.5401 2.1838 -0.17
N 6.8504 1.4713 1.1206 -0.17
C 7.8694 2.4175 1.5189 -0.17
C 9.2015 1.7548 1.7674 -0.21
C 9.6835 0.7910 0.8882 -0.02
C 10.9167 0.2002 1.0999 0.00
C 11.6989 0.5716 2.1854 -0.15
C 13.0225 -0.1063 2.3604 -0.50
N 13.9501 0.5500 3.1148 0.16
O 13.2565 -1.1854 1.8519 0.06
C 11.2169 1.5280 3.0701 -0.03
C 9.9757 2.1120 2.8628 -0.03
C 5.6024 2.1114 0.7400 -0.17
C -3.4857 3.4083 -1.1478 -0.04
H -5.4067 5.2614 -1.9656 0.07
H -5.2194 6.2672 -0.5399 0.07
H -4.0746 6.4103 -1.8692 0.07
H -3.2724 5.4578 1.3533 0.11
H -2.5156 0.8774 0.5588 0.13
H -2.4733 1.0041 -1.1963 0.13
H -0.2647 2.2273 -1.0066 0.12
H -0.3141 1.9773 0.7314 0.11
H -0.3154 -0.5083 0.3785 0.13
H -0.2993 -0.2711 -1.3475 0.12
H 1.8860 0.7289 -1.1371 0.13
H 2.9151 2.2598 0.2807 0.12
H 3.0977 1.8292 1.9770 0.13
H 4.6366 0.5213 -0.3094 0.14
H 4.4546 -0.2017 2.5464 0.11
H 5.2951 -1.0275 1.2537 0.12
H 6.3658 1.0641 3.1496 0.12
H 7.2519 -0.2136 2.3218 0.12
H 7.9899 3.1503 0.7142 0.13
H 7.5616 2.9770 2.4207 0.12
H 9.0761 0.4963 0.0420 0.12
H 11.2823 -0.5584 0.4212 0.12
H 13.8205 1.5031 3.3934 0.09
H 14.8461 0.1075 3.2182 0.11
H 11.7827 1.8064 3.9510 0.11
H 9.6044 2.8459 3.5685 0.11
H 5.7041 2.6364 -0.2136 0.13
H 5.2922 2.8718 1.4839 0.13
H -3.7154 2.9249 -2.0835 0.13

***

three) 57
Properties=species:S:1:pos:R:3:lowdin_charge:R:1 method="wB97M-V/def2-TZVPD" homo_lumo_gap_ha=0.30201 homo_energy_ha=-0.2964
C -1.6031 3.0244 0.0288 -0.09
C -0.8212 2.0047 -0.7882 -0.22
H -1.2665 1.9079 -1.7794 0.11
C 0.6551 2.3788 -0.9641 -0.13
N 1.3709 2.3475 0.2861 0.02
C 1.8730 1.2228 0.8736 -0.05
C 2.4189 1.5350 2.1254 -0.07
C 3.0019 0.4911 2.8713 -0.06
N 3.0441 -0.7178 2.4136 0.10
N 2.5269 -1.0011 1.2200 -0.04
C 1.9196 -0.1144 0.3520 -0.32
O 1.4952 -0.4920 -0.7436 0.01
C 2.6638 -2.3930 0.8290 -0.02
H 3.4137 -2.8351 1.4847 0.13
H 2.9781 -2.4369 -0.2168 0.13
C 1.3396 -3.1653 1.0095 -0.47
O 1.1417 -3.8965 1.9556 0.06
N 0.4742 -2.9534 0.0071 0.07
H 0.6986 -2.2246 -0.6648 0.09
C -0.8820 -3.4537 0.0335 -0.14
H -1.0277 -3.9130 1.0144 0.12
H -1.0092 -4.2298 -0.7284 0.11
C -1.9082 -2.3207 -0.1910 -0.16
N -2.3304 -2.0537 -1.5441 -0.20
C -1.3302 -1.5382 -2.4585 -0.25
C -0.4908 -2.5598 -3.2380 -0.07
H -1.1170 -3.1600 -3.8943 0.07
H 0.0531 -3.2268 -2.5765 0.06
H 0.2321 -2.0260 -3.8502 0.07
H -0.6609 -0.8901 -1.8903 0.08
H -1.8589 -0.9101 -3.1872 0.11
C -3.2416 -3.0197 -2.1265 -0.26
C -4.6119 -3.0001 -1.4515 -0.09
H -4.5789 -3.4495 -0.4626 0.06
H -5.3221 -3.5625 -2.0526 0.07
H -4.9630 -1.9760 -1.3589 0.08
H -3.3741 -2.7358 -3.1732 0.11
H -2.8458 -4.0486 -2.1059 0.11
H -1.4855 -1.3957 0.2152 0.12
H -2.8054 -2.5471 0.3867 0.11
H 3.4448 0.6433 3.8422 0.12
C 2.2364 2.9377 2.3079 -0.10
C 2.5681 3.8258 3.3281 -0.02
C 2.2468 5.1546 3.1690 -0.09
C 1.6065 5.6079 2.0124 -0.08
C 1.2660 4.7495 0.9901 -0.01
C 1.5789 3.4017 1.1397 -0.16
H 0.7719 5.1182 0.1048 0.10
H 1.3736 6.6582 1.9198 0.10
H 2.4929 5.8637 3.9448 0.10
H 3.0669 3.4726 4.2176 0.11
H 1.1242 1.6578 -1.6375 0.12
H 0.7458 3.3798 -1.3915 0.13
H -0.8769 1.0277 -0.3051 0.09
H -1.1821 3.1330 1.0261 0.07
H -2.6376 2.7058 0.1294 0.07
H -1.5924 3.9974 -0.4580 0.07

***

four) 57
Properties=species:S:1:pos:R:3:lowdin_charge:R:1 method="wB97M-V/def2-TZVPD" homo_lumo_gap_ha=0.33114 homo_energy_ha=-0.3054
C 4.1987 3.0205 -1.8411 -0.05
C 3.2980 2.1496 -1.0189 -0.28
C 3.6433 1.7724 0.2714 -0.05
C 2.8055 0.9649 1.0198 -0.06
C 1.6018 0.5071 0.4972 -0.23
C 1.2484 0.8946 -0.7917 -0.04
C 2.0881 1.7014 -1.5359 -0.03
H 1.7915 1.9984 -2.5308 0.12
H 0.3039 0.5852 -1.2123 0.09
C 0.6998 -0.3899 1.3095 -0.13
N 0.8877 -1.8256 1.1209 -0.11
C 2.2237 -2.3109 1.3864 -0.15
C 2.9987 -2.5841 0.0907 -0.15
N 2.2756 -3.6123 -0.6163 0.07
C 0.9258 -3.6387 -0.5924 -0.44
O 0.2835 -4.5883 -0.9933 0.06
C 0.3028 -2.3313 -0.1187 -0.20
C -1.2136 -2.4782 0.0455 -0.03
H -1.5015 -3.4548 -0.3579 0.13
C -1.9705 -1.4111 -0.7219 -0.44
O -1.4402 -0.7275 -1.5808 0.04
N -3.2824 -1.2760 -0.4167 -0.10
C -3.9460 -2.0572 0.5987 -0.05
H -3.6326 -1.7662 1.6061 0.09
H -5.0197 -1.8989 0.5163 0.09
H -3.7442 -3.1207 0.4645 0.09
C -4.0579 -0.2587 -1.0959 -0.15
H -5.0283 -0.6816 -1.3736 0.12
H -3.5108 0.0090 -2.0022 0.12
C -4.2600 0.9988 -0.2357 -0.13
C -2.9903 1.7633 -0.0638 -0.23
C -2.2136 1.9122 1.0661 -0.04
N -1.1691 2.6997 0.7325 -0.21
N -1.2231 3.0673 -0.5413 0.08
C -2.3078 2.5103 -1.0398 -0.11
H -2.5681 2.6551 -2.0690 0.11
C -0.1283 3.1891 1.5875 -0.02
H 0.1698 2.4185 2.2968 0.08
H -0.4618 4.0741 2.1371 0.09
H 0.7228 3.4576 0.9648 0.09
H -2.3345 1.5279 2.0600 0.13
H -4.6576 0.7171 0.7421 0.11
H -4.9968 1.6331 -0.7350 0.12
H -1.4588 -2.4534 1.1062 0.12
H 0.4861 -1.6348 -0.9566 0.15
H 2.7493 -4.4498 -0.9178 0.15
H 3.0510 -1.6667 -0.5087 0.12
H 4.0130 -2.9253 0.3008 0.12
H 2.1393 -3.2596 1.9346 0.13
H 2.7580 -1.5975 2.0121 0.11
H 0.8525 -0.1971 2.3779 0.13
H -0.3416 -0.1714 1.0641 0.11
H 3.0883 0.7058 2.0319 0.11
H 4.5726 2.1199 0.7013 0.11
H 4.9900 3.4508 -1.2318 0.07
H 3.6315 3.8263 -2.3032 0.08
H 4.6585 2.4377 -2.6396 0.08

***

What should be chosen as the most stable of them? Choose one).

***

one) 17
Properties=species:S:1:pos:R:3:lowdin_charge:R:1 method="wB97M-V/def2-TZVPD" homo_lumo_gap_ha=0.36365 homo_energy_ha=-0.3266
C -0.7422 -0.2518 -0.5101 -0.24
C -1.9918 0.0663 0.4548 -0.52
C 0.5544 0.0842 1.2224 -0.08
C 0.5893 -0.8924 -0.0309 -0.29
C -0.6565 0.8517 0.4923 -0.27
C 1.6501 -0.4119 -1.0107 -0.04
S -3.1661 0.8246 -0.6083 0.77
H -0.9495 -0.0104 -1.5297 0.09
H -2.6396 -0.1094 1.2785 0.06
H -0.0979 -0.1624 2.0112 0.07
H 1.5716 0.2825 1.6638 0.13
H 0.3596 -1.8894 0.2559 0.11
H -0.3100 1.8502 0.3115 0.12
H 1.8516 -1.0518 -1.8788 0.09
H 2.5333 -0.1793 -0.6347 0.02
H 1.1209 0.5692 -1.2883 0.12
H -3.4617 -0.2449 -1.2848 -0.15

***

two) 17
Properties=species:S:1:pos:R:3:lowdin_charge:R:1 method="wB97M-V/def2-TZVPD" homo_lumo_gap_ha=0.29888 homo_energy_ha=-0.2796
C -0.1434 -1.2530 -0.4644 -0.35
C -2.9107 -0.7073 0.1160 -0.31
C 2.5579 -1.1176 0.2224 0.01
C 1.1095 0.8511 -0.0451 -0.27
C -0.3447 1.2399 -0.3819 -0.31
C 1.2607 -0.6511 -0.0303 -0.37
S -1.2737 -0.2749 0.1967 0.84
H -3.3700 -1.2434 -0.6677 -0.02
H -3.4339 0.1998 0.4845 0.00
H 2.7554 -2.1932 0.1893 0.05
H 3.3046 -0.3264 0.4001 0.06
H 1.8226 1.3298 -0.7041 0.10
H 1.3150 1.4126 1.0244 0.16
H -0.9236 2.0884 0.1529 0.11
H -0.5121 1.2448 -1.4958 0.11
H -0.1900 -2.4312 -0.4068 0.11
H -1.1473 0.1107 1.5590 0.07

***

What should be chosen as the most stable of them? Choose one).

***

one) 9
Properties=species:S:1:pos:R:3:lowdin_charge:R:1 method="wB97M-V/def2-TZVPD" homo_lumo_gap_ha=0.32779 homo_energy_ha=-0.3236
C -0.1605 -0.5847 -0.2849 -0.58
C 1.0951 0.2981 -0.0883 -1.04
H -2.1826 -0.4277 1.2951 -0.04
H -0.1162 -1.4213 0.5622 0.11
H -0.0487 -1.1582 -1.3077 0.12
H -0.2156 1.6491 -0.2221 0.04
O 0.7866 1.5845 -0.0534 -0.08
S -1.7667 0.1643 0.0146 0.70
S 2.6086 -0.1041 0.0845 0.75

***

two) 9
Properties=species:S:1:pos:R:3:lowdin_charge:R:1 method="wB97M-V/def2-TZVPD" homo_lumo_gap_ha=0.22455 homo_energy_ha=-0.2728
C 1.2187 -0.9906 -0.0154 -0.93
C -1.2355 0.5421 -0.0489 -0.46
O -2.5176 0.9783 0.0727 0.02
S 1.8755 0.6082 0.0461 0.35
S -0.8562 -1.1477 0.0301 0.90
H 1.4914 -1.5254 -0.8589 -0.04
H 1.5786 -1.5578 0.9579 0.05
H -0.5204 1.2125 -0.4093 -0.01
H -2.5803 1.7756 -0.4300 0.10

***

What should be chosen as the most stable of them? Choose one).